ORCA calculation (ωB97M-V/def2-TZVPD) on a cluster of 3 separate species, C5H13NO2 in total in a non-equilibrium geometry.

```
21
Properties=species:S:1:pos:R:3:nbo_charge:R:1
N -0.05813 -1.27352 -1.64546 -0.82
C 0.98892 -0.84794 -0.80328 0.14
C 2.00479 -1.63819 -0.46345 -0.51
C -0.22188 1.78331 1.69193 -0.66
C -0.25188 0.77079 0.59113 -0.16
C 0.84661 0.43734 -0.07688 -0.25
H -0.58808 -0.52964 -2.07446 0.38
H 0.33431 -1.83247 -2.39432 0.38
H 2.22361 -2.62553 -0.85615 0.20
H 2.78095 -1.36605 0.24204 0.21
H 0.38405 2.64727 1.40594 0.22
H 0.08355 1.29665 2.61588 0.24
H -1.17481 2.28642 1.88403 0.22
H -1.16977 0.23383 0.39916 0.19
H 1.74491 1.03238 -0.01023 0.22
H -0.96539 1.45958 -1.51993 0.48
H -2.46233 1.79552 -1.60878 0.47
O -1.67468 1.71290 -2.12541 -0.95
H -1.51177 -1.55662 1.12640 0.46
H -0.19251 -1.96465 1.70948 0.48
O -1.12047 -1.82138 1.91237 -0.93
```

Its structure (SMILES) is C=C(N)/C=C/C.O.O. As for the total charge: 0. The value obtained for the HOMO energy is -8.6 eV. Its gap between HOMO and LUMO is 9.402 eV. The calculation puts the energy above the lowest of the compared OMol25 structures with the same formula, charge and spin at 52.7 kcal per mole. The calculation puts the calculated total energy at -403.492592 hartree.



ORCA calculation (ωB97M-V/def2-TZVPD) on a cluster of 3 separate species, C4H12NO2 in total in a non-equilibrium geometry.

```
19
Properties=species:S:1:pos:R:3:lowdin_spin:R:1
C 2.43382 -1.33291 -0.58357 0.07
N 1.61035 -0.53592 -1.54338 0.76
C 0.39888 -0.26432 -0.82362 0.07
C -0.03973 1.18507 -0.66666 0.03
C -1.15872 1.48327 0.26006 0.00
O -2.37021 0.79200 -0.09824 0.01
H 3.37610 -0.82067 -0.24880 0.03
H 2.74818 -2.22346 -1.13325 0.02
H 1.91568 -1.43697 0.39170 0.00
H 0.38724 -0.65151 0.31362 0.00
H -0.12345 -1.16942 1.00069 -0.01
H -0.43815 -0.80730 -1.30169 0.03
H 0.85146 1.77878 -0.47206 0.00
H -0.45967 1.50044 -1.69582 0.00
H -0.68768 1.16070 1.25762 0.00
H -1.36192 2.48943 0.22208 0.00
H -2.55938 0.26360 0.77299 0.00
H -1.87579 -0.95411 2.29292 0.00
O -2.64700 -0.45669 2.05542 0.01
```

As for the spin multiplicity: 2. As for the total charge: 0. The value obtained for the HOMO energy (spin up / spin down) is -8.4 / -8.4 eV. Its gap between HOMO and LUMO (spin up / spin down) is 5.155 / 5.078 eV. The calculation puts the energy above the lowest of the compared OMol25 structures with the same formula, charge and spin at 169.0 kcal per mole. The calculation puts the calculated total energy at -364.490542 hartree.



ORCA calculation (ωB97M-V/def2-TZVPD) on a cluster of 2 separate species, C30H44NO8S in total in a non-equilibrium geometry.

```
84
Properties=species:S:1:pos:R:3:mulliken_charge:R:1
C -1.05066 -3.00110 1.79689 -1.18
C -1.18497 -1.81049 1.24430 -0.32
C -1.01285 -1.52982 -0.23452 -0.49
C -0.57098 -0.09762 -0.47772 0.25
C -1.58100 0.90543 -0.45126 0.11
C -3.01383 0.44467 -0.24472 -1.30
C -3.63564 -0.09925 -1.54974 -1.61
C -4.69229 -1.21657 -1.36608 0.95
C -4.21700 -2.61105 -1.82879 -1.22
C -5.27791 -1.29758 0.04070 -1.67
C -1.22348 2.27485 -0.58958 0.79
S -2.53642 3.48438 -0.41292 1.42
C -3.02465 3.26514 1.29646 -1.12
O -2.10417 4.84807 -0.50926 -0.73
O -3.60785 3.10255 -1.29080 -0.66
C 0.12357 2.60811 -0.78547 0.63
C 1.11338 1.61002 -0.80383 0.27
C 0.78553 0.23132 -0.68016 0.60
C 1.86626 -0.83142 -0.78251 0.56
C 1.95877 -1.73318 0.46639 -1.93
C 1.67054 -1.65777 -2.07710 -1.14
C 2.30092 -1.05543 -3.34371 -0.39
C 3.43912 -1.90874 -3.92156 -1.48
C 2.52759 2.12449 -0.91179 -0.05
O 3.41295 1.59179 -1.52276 -0.61
C 2.79071 3.41659 -0.21722 0.95
C 4.12885 3.59308 0.43703 -1.48
C 4.58271 2.42782 1.31848 -0.88
C 3.48311 1.85977 2.21210 0.72
C 3.99989 1.27948 3.53734 -1.01
C 3.69942 -0.19206 3.68667 -0.26
O 4.01477 -0.57587 5.02133 -0.41
C 3.55323 -1.87328 5.29736 -0.75
C 1.84317 4.34407 -0.24491 -1.21
C 0.62106 4.01033 -1.01169 -0.30
O 0.18649 4.77204 -1.82185 -0.53
H -0.78749 -3.87470 1.21851 0.30
H -1.22456 -3.13102 2.85297 0.30
H -1.45602 -0.96425 1.86371 0.34
H -0.28499 -2.23919 -0.60333 0.67
H -1.94291 -1.73422 -0.74505 -0.16
H -3.64619 1.24803 0.09542 0.63
H -3.00251 -0.29163 0.54809 0.47
H -4.10123 0.74585 -2.04565 0.62
H -2.85151 -0.44411 -2.22060 0.48
H -5.52151 -0.97352 -2.02601 0.54
H -4.91236 -3.02194 -2.54915 0.13
H -4.13592 -3.31071 -0.99799 0.31
H -3.23513 -2.53011 -2.29384 0.27
H -4.59917 -1.87049 0.68037 0.27
H -5.41084 -0.33012 0.52152 0.31
H -6.21153 -1.84940 0.03459 0.45
H -2.45580 2.46603 1.75779 0.38
H -4.09318 3.10244 1.35464 0.33
H -2.75868 4.18844 1.79910 0.44
H 2.83116 -0.36130 -0.87103 0.87
H 1.44929 -2.67963 0.33419 0.52
H 2.99183 -1.86954 0.76865 0.39
H 1.45359 -1.24576 1.29761 0.15
H 2.10676 -2.64656 -1.92825 0.62
H 0.62058 -1.82820 -2.28687 0.19
H 1.53674 -0.98411 -4.11583 0.37
H 2.66580 -0.04749 -3.19270 0.11
H 3.99933 -1.30662 -4.63325 0.42
H 4.11307 -2.25542 -3.14331 0.38
H 3.02318 -2.74203 -4.48236 0.34
H 4.03291 4.46696 1.08510 0.45
H 4.88454 3.85919 -0.29776 0.31
H 5.00667 1.65559 0.67786 0.28
H 5.41387 2.78822 1.92187 0.59
H 2.69951 2.59688 2.37053 0.44
H 2.99652 1.05073 1.66026 -0.64
H 3.48269 1.76742 4.35996 0.22
H 5.06951 1.42400 3.65687 0.36
H 4.31490 -0.79900 3.01608 0.34
H 2.63916 -0.38510 3.51247 0.32
H 2.47328 -1.89934 5.46823 0.28
H 3.77936 -2.55792 4.47519 0.30
H 4.04417 -2.24768 6.18939 0.29
H 1.96808 5.32014 0.19695 0.47
N -7.68393 -3.80901 -3.68162 1.00
O -7.83169 -2.93327 -2.79775 -0.64
O -8.65843 -4.19522 -4.35214 -0.69
O -6.54708 -4.29130 -3.88421 -0.67
```

As for the total charge: -1. The value obtained for the HOMO energy is -4.4 eV. Its gap between HOMO and LUMO is 5.240 eV. The calculation puts the calculated total energy at -2224.249740 hartree.



ORCA calculation (ωB97M-V/def2-TZVPD) on an isolated molecule of C3H4N4 in a non-equilibrium geometry.

```
11
Properties=species:S:1:pos:R:3:nbo_charge:R:1
N -1.79891 -0.44353 -0.90136 -0.82
C -0.47690 -0.23015 -0.47545 0.06
C 0.15176 -0.86987 0.65421 -0.04
N 1.05899 -0.19037 1.27424 -0.35
C 1.92706 0.69854 1.25820 0.01
N 1.30785 1.25609 -1.17621 0.01
N 0.35675 0.61995 -1.05028 0.00
H -2.42322 0.33760 -0.73223 0.37
H -1.87925 -0.74710 -1.86377 0.38
H -0.08626 -1.88412 0.95808 0.22
H 1.86212 1.45295 2.05458 0.17
```

As for the total charge: 0. The value obtained for the HOMO energy is -7.6 eV. Its gap between HOMO and LUMO is 8.011 eV. The calculation puts the energy above the lowest of the compared OMol25 structures with the same formula, charge and spin at 120.7 kcal per mole. The calculation puts the calculated total energy at -335.580913 hartree.



ORCA calculation (ωB97M-V/def2-TZVPD) on a cluster of 4 separate species, C2H12O5 in total in a non-equilibrium geometry.

```
19
Properties=species:S:1:pos:R:3:nbo_charge:R:1
O -1.17681 0.12210 2.61765 -0.97
H -0.28153 0.31489 2.21985 0.49
H -1.01480 0.10326 3.57431 0.47
O 2.49739 0.13006 4.01531 -0.95
H 1.96776 0.61846 3.37590 0.48
H 3.20168 0.70611 4.30729 0.47
O 1.21604 0.69802 0.98997 -0.98
H 0.88809 -0.02602 0.43985 0.50
H 2.18307 0.66385 0.86518 0.48
C -1.10595 -0.70358 -2.87013 -0.09
C -0.20238 -0.22839 -1.75654 -0.10
O -0.69855 -0.50627 -0.43092 -0.74
O -2.21291 0.18726 -2.98554 -0.72
H -1.46098 -1.71214 -2.73712 0.17
H -0.51486 -0.78028 -3.77746 0.16
H -0.03454 0.84981 -1.87757 0.18
H 0.75810 -0.61127 -1.89344 0.18
H -1.38966 0.12502 -0.20756 0.49
H -2.61915 0.04909 -3.86902 0.47
```

Its structure (SMILES) is OCCO.O.O.O. As for the total charge: 0. The value obtained for the HOMO energy is -10.7 eV. Its gap between HOMO and LUMO is 11.282 eV. The calculation puts the energy above the lowest of the compared OMol25 structures with the same formula, charge and spin at 14.9 kcal per mole. The calculation puts the calculated total energy at -459.569903 hartree.



ORCA calculation (ωB97M-V/def2-TZVPD) on a structure of composition C8H10AsBF4OPtS5 in a non-equilibrium geometry.

```
31
Properties=species:S:1:pos:R:3:nbo_charge:R:1
Pt 0.64505 1.34703 1.22133 0.57
S 3.92305 4.42463 -0.13127 -0.81
As 2.99525 3.42233 1.48513 0.96
S 3.03195 1.22943 1.17823 -0.50
S 0.80745 3.71013 1.54403 -0.45
S 3.97265 3.97563 3.27613 -0.79
F -1.75805 1.60853 1.44613 -0.58
B -3.16525 1.62953 1.62903 1.35
F -3.71925 2.55383 0.76513 -0.57
F -3.46995 1.95793 2.92953 -0.56
F -3.66755 0.37033 1.32783 -0.58
C -1.02065 -0.84747 -3.83507 -0.63
C -0.50925 -0.81157 -2.42237 0.01
C -1.37635 -0.81027 -1.33337 -0.18
C -0.90175 -0.80277 -0.03437 -0.16
C 0.47805 -0.72577 0.20753 -0.41
C 1.36105 -0.75507 -0.89097 -0.14
C 0.86645 -0.78607 -2.17537 -0.24
S 1.09805 -1.13517 1.87143 1.30
C 0.97535 -2.98257 1.56913 -0.81
O 0.00845 -0.85547 2.81473 -0.97
H -2.09295 -1.03267 -3.85187 0.21
H -0.51945 -1.62777 -4.41087 0.21
H -0.82535 0.10543 -4.32887 0.23
H -2.44485 -0.83107 -1.49267 0.21
H -1.58155 -0.86087 0.80593 0.28
H 2.42945 -0.74237 -0.72147 0.24
H 1.56145 -0.79957 -3.00547 0.20
H -0.03465 -3.24477 1.28513 0.22
H 1.25385 -3.46547 2.49833 0.22
H 1.67935 -3.21797 0.77933 0.21
```

As for the total charge: -2. The value obtained for the HOMO energy is -1.2 eV. Its gap between HOMO and LUMO is 4.975 eV. The calculation puts the energy above the lowest of the compared OMol25 structures with the same formula, charge and spin at 47.1 kcal per mole. The calculation puts the calculated total energy at -5156.742770 hartree.